An isolated ion of composition C6H13N3P and charge +1 in a non-equilibrium geometry. Source: the OMol25 dataset; level of theory: wB97M-V/def2-TZVPD.

Properties
Multiplicity: 1
HOMO-LUMO gap: 10.05 eV
Energy: -741.705134 a.u.
Charge: +1
Energy above the lowest of the compared OMol25 structures with the same formula, charge and spin: 5.09 kJ/mol
Structure (SMILES): C/C=C1/C(N)=N[N@H+](P)[C@H]1C
LUMO energy: -3.295 eV

Each line ends with the Mulliken charge.
Cartesian coordinates (Å):
C1 -0.541 -0.480 0.265  0.332
C2 0.279 -1.692 0.000  0.633
C3 -1.706 -0.363 0.834  -0.161
C4 0.308 0.765 -0.149  0.081
C5 -2.516 0.880 1.093  -1.328
C6 -0.158 1.519 -1.395  -1.568
N1 1.506 -1.421 -0.476  -0.810
N2 -0.041 -2.995 0.030  -0.425
N3 1.629 0.159 -0.528  -0.027
P1 2.903 0.500 0.771  0.030
H1 -2.094 -1.376 1.127  0.157
H2 0.479 1.366 0.758  0.475
H3 -3.385 0.500 1.577  0.376
H4 -2.605 1.459 0.170  0.302
H5 -2.263 1.602 1.809  0.382
H6 -0.459 0.746 -2.008  0.523
H7 0.665 2.082 -1.773  0.427
H8 -0.974 2.316 -1.351  0.316
H9 -1.036 -3.212 0.331  0.267
H10 0.801 -3.512 0.193  0.296
H11 1.915 0.339 -1.569  0.476
H12 3.543 1.368 -0.109  0.110
H13 3.750 -0.552 0.401  0.135

An isolated ion of composition C6H13N3P and charge +1 in a non-equilibrium geometry. Source: the OMol25 dataset; level of theory: wB97M-V/def2-TZVPD.

Properties
Multiplicity: 1
HOMO-LUMO gap: 8.15 eV
Energy: -741.619378 a.u.
Charge: +1
Energy above the lowest of the compared OMol25 structures with the same formula, charge and spin: 230.24 kJ/mol
Structure (SMILES): [H]/N=C1\N[N+](=[PH3])[C@@H](C)\C1=C/C
LUMO energy: -4.337 eV

Each line ends with the Mulliken charge.
Cartesian coordinates (Å):
C1 0.725 0.515 0.200  0.306
C2 0.226 1.819 -0.130  -0.126
C3 2.043 0.273 0.555  -0.313
C4 -0.326 -0.571 -0.005  0.363
C5 2.642 -1.069 0.687  -1.249
C6 -0.165 -1.455 -1.153  -1.181
N1 0.875 2.851 -0.296  -0.560
N2 -1.201 1.722 0.097  -0.423
N3 -1.562 0.207 -0.209  0.128
P1 -2.939 -0.144 0.514  0.199
H1 2.700 1.038 0.650  0.587
H2 -0.353 -1.350 0.870  0.208
H3 1.892 -1.605 1.302  0.299
H4 3.591 -1.131 1.178  0.398
H5 2.802 -1.481 -0.332  0.269
H6 -0.719 -2.366 -1.092  0.400
H7 0.929 -1.768 -1.078  0.224
H8 -0.447 -0.942 -2.131  0.315
H9 0.755 3.732 -0.840  0.284
H10 -1.696 2.192 -0.726  0.350
H11 -2.800 -1.453 0.056  0.191
H12 -3.813 0.780 0.046  0.157
H13 -3.159 0.203 1.835  0.172

An isolated ion of composition C6H13N4 and charge +1 in a non-equilibrium geometry. Source: the OMol25 dataset; level of theory: wB97M-V/def2-TZVPD.

Properties
Multiplicity: 1
HOMO-LUMO gap: 11.23 eV
Energy: -455.117545 a.u.
Charge: +1
Energy above the lowest of the compared OMol25 structures with the same formula, charge and spin: 244.02 kJ/mol
Structure (SMILES): CC(C)c1nn(C)n[n+]1C
LUMO energy: -3.985 eV

Each line ends with the Mulliken charge.
Cartesian coordinates (Å):
C1 -0.026 0.019 0.275  -0.337
C2 -1.881 -1.326 1.038  -1.557
C3 -2.155 0.003 -1.110  -1.236
C4 3.107 -1.405 -0.187  -0.745
C5 0.473 2.433 -0.046  -0.818
C6 -1.492 -0.049 0.302  0.985
N1 0.793 -0.994 0.236  -0.532
N2 2.030 0.700 0.137  -0.870
N3 2.017 -0.557 0.098  0.850
N4 0.783 1.116 0.211  0.692
H1 -2.142 -2.097 0.306  0.326
H2 -2.763 -1.264 1.548  0.447
H3 -1.049 -1.624 1.619  0.389
H4 -2.359 -0.974 -1.514  0.398
H5 -1.441 0.543 -1.735  0.340
H6 -3.139 0.618 -1.036  0.293
H7 3.896 -1.313 0.679  0.272
H8 2.597 -2.334 -0.209  0.381
H9 3.483 -1.183 -1.123  0.339
H10 -0.008 3.065 0.750  0.330
H11 1.315 3.105 -0.188  0.389
H12 -0.196 2.639 -0.938  0.318
H13 -1.845 0.881 0.886  0.347

One molecule with the formula C6H13N5 in a non-equilibrium geometry. Source: the OMol25 dataset; level of theory: wB97M-V/def2-TZVPD.

Properties
Multiplicity: 1
HOMO-LUMO gap: 8.83 eV
Energy: -510.221460 a.u.
Charge: 0
Energy above the lowest of the compared OMol25 structures with the same formula, charge and spin: 1.56 kJ/mol
Structure (SMILES): CN1C(N)=NC(N)=NC1(C)C
LUMO energy: 0.761 eV

Each line ends with the Mulliken charge.
Cartesian coordinates (Å):
C1 -1.944 0.753 -0.637  -1.203
C2 0.335 1.487 -0.020  0.611
C3 2.012 0.008 -0.138  0.377
C4 -0.140 -0.894 0.065  1.313
C5 -0.972 -1.869 -0.770  -1.723
C6 -0.313 -1.113 1.588  -1.328
H1 -2.028 1.762 -0.993  0.532
H2 -2.313 0.007 -1.406  0.329
H3 -2.710 0.639 0.223  0.297
H4 -1.081 2.804 0.601  0.235
H5 0.555 3.359 0.370  0.286
H6 3.672 -1.074 -0.802  0.245
H7 3.884 0.648 -0.511  0.237
H8 -0.946 -1.521 -1.827  0.381
H9 -2.033 -1.876 -0.501  0.379
H10 -0.489 -2.860 -0.558  0.388
H11 -1.384 -0.878 1.904  0.247
H12 -0.064 -2.163 1.811  0.373
H13 0.445 -0.532 2.159  0.324
N1 -0.584 0.471 -0.209  0.074
N2 -0.186 2.741 0.124  -0.486
N3 1.638 1.351 0.092  -0.733
N4 3.395 -0.203 -0.364  -0.422
N5 1.250 -1.048 -0.200  -0.734

An isolated ion of composition C6H13NO and charge -1 in a non-equilibrium geometry. Source: the OMol25 dataset; level of theory: wB97M-V/def2-TZVPD.

Properties
Multiplicity: 2
HOMO-LUMO gap (alpha / beta): 3.01 / 9.53 eV
Energy: -366.314038 a.u.
Charge: -1
Energy above the lowest of the compared OMol25 structures with the same formula, charge and spin: 155.94 kJ/mol
LUMO energy (alpha / beta): 4.086 / 3.895 eV

Each line ends with the Mulliken spin population.
Cartesian coordinates (Å):
C1 -2.226 -0.055 0.360  0.886
C2 -2.316 1.008 1.415  0.476
C3 -0.871 0.090 -0.525  1.240
N1 -0.088 -0.951 -0.114  -0.642
C4 1.700 0.568 0.425  0.489
C5 1.431 -0.819 -0.232  1.865
C6 1.971 -0.849 -1.684  -0.141
O1 -0.625 0.879 -1.436  -0.582
H1 -3.066 -0.049 -0.381  -0.045
H2 -2.206 -1.056 0.942  -0.301
H3 -3.370 1.299 1.916  -0.199
H4 -1.610 0.768 2.137  -0.115
H5 -1.912 2.001 1.026  -0.078
H6 -0.575 -1.752 0.320  -0.719
H7 1.553 0.632 1.455  -0.265
H8 2.809 0.863 0.257  -0.074
H9 1.357 1.469 -0.117  0.005
H10 1.765 -1.493 0.545  -0.631
H11 2.775 -1.637 -1.905  -0.193
H12 2.500 0.055 -2.099  -0.031
H13 1.005 -0.970 -2.304  0.057

An isolated ion of composition C6H13NO and charge -1 in a non-equilibrium geometry. Source: the OMol25 dataset; level of theory: wB97M-V/def2-TZVPD.

Properties
Multiplicity: 2
HOMO-LUMO gap (alpha / beta): 3.26 / 6.88 eV
Energy: -366.349617 a.u.
Charge: -1
Energy above the lowest of the compared OMol25 structures with the same formula, charge and spin: 62.53 kJ/mol
LUMO energy (alpha / beta): 3.838 / 3.810 eV

Each line ends with the Mulliken spin population.
Cartesian coordinates (Å):
O1 0.196 -3.010 0.408  0.239
C1 0.040 -2.008 1.155  0.436
C2 -0.565 -0.675 0.593  0.396
C3 0.406 0.462 0.677  0.050
C4 -0.064 1.651 -0.180  0.031
C5 0.150 1.543 -1.712  -0.017
C6 1.631 1.854 -1.984  0.005
N1 -1.856 -0.332 1.211  0.277
H1 0.298 -2.032 2.218  0.021
H2 -0.798 -0.981 -0.468  0.073
H3 0.535 0.838 1.710  0.006
H4 1.379 0.096 0.345  -0.083
H5 -1.147 1.704 -0.027  0.056
H6 0.307 2.624 0.187  -0.007
H7 -0.610 2.183 -2.134  -0.015
H8 -0.026 0.519 -2.051  0.003
H9 1.859 2.915 -1.865  0.000
H10 1.848 1.437 -2.943  -0.001
H11 2.253 1.287 -1.319  -0.004
H12 -1.795 -0.512 2.210  -0.269
H13 -2.491 -1.070 0.907  -0.197